The following is a DFT calculation (ωB97M-V with the def2-TZVPD basis set) of C36H54N5O4PPt as an isolated structure.

Each line ends with the Mulliken charge.
Element x y z (Å)
Pt -0.573 0.170 0.328  1.732
C 1.652 2.542 -2.920  -2.028
C 1.874 1.783 -1.618  2.910
C 2.512 2.694 -0.565  -1.494
C 2.672 0.508 -1.793  0.325
C 3.594 0.401 -2.824  -0.436
C 4.377 -0.731 -2.970  -1.437
C 4.223 -1.788 -2.097  -1.082
C 3.317 -1.752 -1.036  0.334
C 3.235 -3.049 -0.225  0.146
C 4.306 -3.153 0.869  -1.493
C 1.846 -3.501 0.238  -0.941
C 2.569 -0.571 -0.886  0.129
N 1.655 -0.426 0.214  0.820
C 2.159 -0.539 1.377  -0.660
C 1.304 -0.475 2.577  -1.098
N 0.082 -0.177 2.448  1.194
C -0.748 -0.132 3.612  -0.433
C -1.877 -0.982 3.669  0.777
C -2.633 -0.961 4.834  -0.885
C -2.319 -0.121 5.888  -1.544
C -1.242 0.729 5.785  -0.895
C -0.425 0.755 4.654  0.481
C 0.684 1.811 4.706  0.228
C 1.161 2.457 3.403  -1.485
C 1.871 1.356 5.561  -1.401
C -2.394 -1.868 2.526  1.547
C -2.977 -3.188 3.037  -2.123
C -3.454 -1.098 1.747  -1.276
H 0.950 3.358 -2.739  0.378
H 1.222 1.898 -3.688  0.295
H 2.572 2.988 -3.306  0.537
H 0.890 1.502 -1.248  -1.646
H 3.526 2.974 -0.860  0.352
H 2.566 2.211 0.412  0.159
H 1.924 3.606 -0.449  0.443
H 3.698 1.218 -3.524  0.373
H 5.093 -0.797 -3.778  0.362
H 4.803 -2.692 -2.247  0.443
H 3.529 -3.805 -0.960  0.745
H 4.283 -2.345 1.599  0.223
H 5.303 -3.144 0.424  0.377
H 4.192 -4.091 1.415  0.451
H 1.283 -2.762 0.800  -0.216
H 1.946 -4.390 0.865  0.524
H 1.235 -3.773 -0.620  -0.155
H 3.223 -0.673 1.528  0.773
H 1.754 -0.724 3.534  0.521
H -3.498 -1.601 4.915  0.282
H -2.932 -0.119 6.780  0.364
H -1.021 1.414 6.595  0.489
H 0.210 2.621 5.268  0.769
H 1.978 1.910 2.930  0.250
H 1.550 3.450 3.630  0.637
H 0.361 2.563 2.674  -0.076
H 2.427 0.542 5.090  0.236
H 1.549 1.009 6.544  0.419
H 2.566 2.185 5.704  0.395
H -0.729 -2.787 2.016  0.248
H -3.933 -3.056 3.540  0.429
H -2.294 -3.688 3.727  0.465
H -3.144 -3.831 2.173  0.472
H -4.324 -0.932 2.385  0.461
H -3.739 -1.657 0.858  0.358
H -3.082 -0.123 1.430  0.177
N -3.510 5.785 0.153  -0.589
C -2.641 5.101 0.493  0.570
N -1.590 4.403 0.877  -0.794
C -1.487 3.141 0.832  0.770
N -1.285 1.994 1.000  -0.573
C -0.672 -3.004 -3.027  -1.292
C -0.181 -1.662 -3.550  1.689
C 1.258 -1.754 -4.030  -1.584
C -1.081 -1.149 -4.665  -1.741
O -0.112 -0.697 -2.445  -0.340
P -1.382 -0.050 -1.693  0.419
O -2.560 -0.946 -1.558  -1.063
O -1.368 -2.210 1.581  -0.256
O -1.639 1.204 -2.648  0.419
C -2.873 1.948 -2.899  1.804
C -3.312 2.659 -1.638  -1.239
C -2.469 2.949 -3.973  -1.747
C -3.968 1.024 -3.419  -1.662
H -0.566 -3.759 -3.809  0.461
H -1.712 -2.946 -2.718  0.354
H -0.076 -3.308 -2.169  -0.016
H 1.332 -2.468 -4.852  0.556
H 1.910 -2.082 -3.220  0.183
H 1.609 -0.782 -4.378  0.365
H -0.997 -1.813 -5.527  0.525
H -0.783 -0.144 -4.966  0.243
H -2.120 -1.130 -4.347  0.262
H -2.560 3.390 -1.346  0.052
H -3.470 1.953 -0.820  0.269
H -4.245 3.194 -1.816  0.505
H -1.609 3.530 -3.641  0.244
H -3.294 3.633 -4.172  0.405
H -2.208 2.434 -4.899  0.432
H -4.354 0.378 -2.634  0.286
H -3.594 0.395 -4.224  0.336
H -4.782 1.637 -3.811  0.521

Atomic forces in eV per Å
Pt 0.8 0.6 1.0
C 0.0 0.1 0.0
C 0.0 0.0 0.1
C 0.0 0.0 0.0
C 0.2 -0.2 0.1
C 0.0 0.0 0.1
C 0.1 0.0 0.0
C 0.1 0.0 0.0
C 0.0 0.1 -0.1
C -0.1 0.0 -0.1
C 0.1 0.1 0.0
C 0.0 0.0 0.0
C -0.1 0.2 -0.1
N -0.2 -0.5 -0.1
C -0.2 0.4 0.3
C 0.4 -0.2 -0.4
N -0.1 0.2 -0.2
C -0.1 0.0 0.0
C 0.1 0.1 0.1
C 0.0 0.0 0.0
C -0.1 0.0 0.0
C 0.1 0.0 0.0
C -0.1 -0.1 0.0
C 0.0 0.0 0.0
C 0.0 0.0 0.0
C 0.0 0.0 0.0
C 0.1 -0.1 0.0
C 0.0 0.0 0.0
C 0.0 0.1 0.0
H 0.0 0.0 0.0
H 0.0 0.0 0.0
H 0.0 0.0 0.0
H -0.1 0.0 0.1
H 0.0 0.0 0.0
H 0.0 0.0 0.0
H 0.0 0.0 0.0
H 0.0 0.0 0.0
H 0.0 0.0 0.0
H 0.0 0.0 0.0
H 0.0 0.0 0.1
H -0.1 0.0 0.0
H 0.0 0.0 0.0
H 0.0 0.0 0.0
H 0.0 0.0 0.1
H 0.0 0.0 0.0
H -0.1 0.0 0.0
H 0.1 0.1 -0.1
H -0.1 0.0 0.1
H 0.0 0.0 0.0
H 0.0 0.0 0.0
H 0.0 0.0 0.0
H 0.0 0.0 0.0
H 0.0 -0.1 0.0
H 0.0 0.0 0.0
H 0.0 0.0 0.0
H 0.0 0.0 0.0
H 0.0 0.0 0.0
H 0.0 0.0 0.0
H 0.0 0.0 0.0
H 0.0 0.0 0.0
H 0.0 0.0 0.0
H 0.0 0.0 0.0
H 0.0 0.0 0.0
H 0.0 0.0 0.0
H 0.0 0.0 0.0
N 0.0 0.0 0.1
C -0.2 0.0 -0.1
N 0.4 0.0 -0.1
C -0.1 -0.2 0.6
N -0.5 -0.2 -0.8
C 0.0 0.0 0.0
C 0.1 0.2 0.0
C -0.1 0.0 0.0
C 0.1 0.0 0.0
O -0.3 -0.2 -0.1
P -0.1 -0.2 -0.6
O 0.0 0.1 -0.1
O 0.1 0.1 0.0
O 0.1 0.1 0.2
C -0.1 -0.1 -0.1
C 0.0 0.0 0.0
C 0.0 0.0 0.0
C 0.0 0.0 0.1
H 0.0 0.0 0.0
H 0.0 0.0 0.0
H 0.0 0.0 0.0
H 0.0 0.0 0.0
H -0.1 0.0 -0.1
H -0.1 0.0 0.0
H 0.0 0.0 0.0
H 0.0 0.0 0.0
H -0.1 0.0 0.0
H 0.0 0.0 0.0
H 0.0 0.0 0.0
H 0.0 0.0 0.0
H 0.0 0.0 0.0
H 0.0 0.0 0.0
H 0.0 0.0 0.0
H 0.0 0.0 0.0
H 0.0 0.0 -0.1
H 0.0 0.0 0.0

For the HOMO energy, the calculation gives -0.299 hartree. Its spin multiplicity is 1. Its energy relative to the best compared isomer or geometry (same formula, charge and spin) is 8.1 kcal per mole.

The following is a DFT calculation (ωB97M-V with the def2-TZVPD basis set) of one molecule with the formula C5H5N3O.

Each line ends with the Mulliken charge.
Element x y z (Å)
C 2.416 -0.681 0.299  -0.026
C 1.916 1.018 -0.907  0.510
C 1.193 2.109 -1.343  0.088
C -0.939 1.019 -0.149  -1.089
C -0.162 -0.236 -0.148  -0.084
N 3.514 -0.115 -0.080  -0.410
N 3.229 0.946 -0.751  -0.355
N 1.302 -0.017 -0.217  0.044
O 1.199 3.045 -2.036  -0.345
H 2.480 -1.638 0.766  0.434
H -0.967 1.680 0.672  0.399
H -1.529 1.295 -1.094  0.293
H -0.416 -0.821 0.710  0.365
H -0.654 -0.646 -1.066  0.176

Atomic forces in eV per Å
C -2.3 -0.6 -0.9
C 0.7 -1.7 1.5
C -2.9 0.8 -0.2
C 0.3 1.7 -2.7
C -1.3 0.6 -1.3
N 1.5 -0.9 1.3
N -0.3 2.2 -2.1
N 2.0 -0.5 0.2
O 0.5 0.2 -0.1
H -0.7 -0.3 0.4
H -0.2 0.5 0.8
H 0.8 -0.5 1.8
H 0.3 -0.6 0.5
H 1.5 -0.9 0.6

For the HOMO energy (spin up / spin down), the calculation gives -0.319 / -0.287 hartree. Its spin multiplicity is 1. Its energy relative to the best compared isomer or geometry (same formula, charge and spin) is 107.7 kcal per mole.